{
  "formula": "C90H190N10O10",
  "method": "ωB97M-V with the def2-TZVPD basis set",
  "de_lowest_kcal_mol": 296.59,
  "total_energy_ev": -131763.55850,
  "smiles": "CC1(C)CCCC(C)(C)N1O.CC1(C)CCCC(C)(C)N1O.CC1(C)CCCC(C)(C)N1O.CC1(C)CCCC(C)(C)N1O.CC1(C)CCCC(C)(C)N1O.CC1(C)CCCC(C)(C)N1O.CC1(C)CCCC(C)(C)N1O.CC1(C)CCCC(C)(C)N1O.CC1(C)CCCC(C)(C)N1O.CC1(C)CCCC(C)(C)N1O",
  "orbital_gap_ha": 0.2814,
  "largest_force_ev_per_a": 5.823,
  "elements": ["C", "C", "H", "H", "H", "H", "H", "H", "C", "C", "H", "H", "C", "N", "H", "H", "H", "H", "H", "H", "H", "H", "H", "H", "H", "H", "H", "C", "H", "C", "H", "C", "H", "C", "C", "N", "C", "H", "C", "H", "H", "C", "C", "C", "O", "C", "C", "C", "C", "H", "H", "H", "H", "H", "H", "O", "H", "H", "H", "C", "H", "H", "H", "H", "H", "H", "H", "H", "C", "H", "H", "C", "H", "C", "O", "H", "C", "H", "H", "N", "C", "H", "H", "H", "H", "C", "C", "H", "H", "H", "C", "H", "H", "H", "H", "H", "H", "C", "H", "O", "H", "C", "H", "C", "H", "C", "H", "H", "C", "C", "C", "C", "H", "H", "C", "C", "H", "H", "H", "C", "H", "O", "C", "H", "H", "H", "C", "H", "C", "C", "H", "C", "H", "H", "N", "H", "H", "H", "H", "C", "H", "H", "H", "O", "H", "H", "H", "C", "H", "C", "N", "H", "C", "C", "H", "H", "C", "H", "C", "H", "C", "H", "H", "H", "O", "H", "H", "C", "C", "H", "C", "H", "H", "H", "C", "H", "H", "H", "C", "H", "H", "H", "H", "C", "C", "H", "C", "H", "N", "N", "H", "C", "C", "H", "H", "H", "H", "C", "C", "H", "C", "H", "H", "H", "H", "H", "H", "H", "C", "H", "H", "H", "C", "H", "C", "C", "H", "C", "H", "O", "O", "H", "H", "H", "C", "H", "H", "H", "H", "H", "H", "H", "H", "C", "H", "H", "H", "C", "H", "C", "C", "H", "H", "H", "O", "H", "H", "H", "H", "H", "H", "C", "C", "H", "H", "H", "H", "H", "H", "C", "H", "C", "H", "H", "N", "C", "H", "C", "H", "H", "C", "H", "H", "H", "H", "N", "H", "C", "N", "H", "C", "H", "H", "C", "H", "H", "H", "H", "H", "H", "H", "H", "H", "C", "C", "H", "C", "C", "C", "H"],
  "xyz": [[1.784, -6.523, 4.694], [-11.755, -5.644, -3.013], [-3.188, -6.502, -9.033], [5.089, -6.243, -5.247], [4.405, -3.744, -7.977], [-4.322, -11.448, -5.772], [4.736, -7.377, -2.156], [4.755, -3.778, -3.301], [5.382, -6.587, -0.199], [5.728, -5.360, -5.254], [-3.105, -6.872, -4.672], [-3.479, -10.453, -0.009], [2.075, -14.127, -2.701], [6.683, -6.138, -0.759], [-0.782, -6.760, -3.819], [2.512, -5.458, -7.996], [2.389, -9.671, 0.234], [-4.194, -10.890, -10.000], [7.811, -7.110, -3.421], [1.801, -4.833, 3.439], [0.642, -12.512, 1.956], [-2.121, -7.129, 0.561], [-0.448, -10.623, -0.908], [-2.418, -7.509, 6.509], [3.300, -11.178, 0.134], [2.295, -12.962, 1.484], [-0.663, -4.462, -2.114], [7.750, -7.714, -2.516], [-10.557, -3.225, -1.509], [0.123, -7.760, 6.826], [-8.306, -6.280, -9.597], [-3.015, -10.414, -7.802], [-7.288, -7.329, -2.531], [-0.873, -14.045, -8.409], [5.130, -4.138, -5.935], [1.111, -12.736, -0.887], [-5.663, -6.053, -10.157], [-7.701, -11.533, -1.879], [-5.314, -11.289, -0.720], [6.610, -5.821, -5.698], [-4.394, -7.584, -3.662], [7.825, -7.042, -1.077], [-9.962, -3.869, 4.208], [-2.613, -6.160, 0.485], [-0.041, -13.550, -0.665], [-4.722, -11.929, -6.665], [-8.044, -7.227, -1.753], [9.214, -6.292, -0.926], [2.662, -11.693, -2.583], [-5.661, -11.776, -9.529], [7.100, -2.991, -5.700], [-2.259, -15.008, -1.445], [-5.674, -13.204, -3.578], [3.241, -4.815, 4.496], [6.008, -5.075, -4.239], [-5.825, -14.855, -1.548], [-5.703, -10.420, -1.250], [9.919, -6.952, -0.420], [0.015, -7.220, -1.072], [-2.391, -5.357, -0.890], [2.916, -4.436, -2.979], [-7.919, -3.072, 5.837], [-9.262, -6.491, -6.936], [-12.133, -6.661, -3.120], [1.841, -8.201, 7.832], [-7.775, -13.207, -2.227], [-2.119, -5.584, 1.268], [-10.280, -4.338, -4.082], [-3.967, -11.660, -7.961], [-4.090, -4.079, -9.962], [-3.794, -3.692, -0.057], [2.402, -10.665, -0.213], [-0.419, -13.095, -3.313], [-0.163, -6.499, -1.870], [-0.333, -6.040, 3.503], [-6.364, -7.467, -5.808], [0.429, -12.411, -3.305], [1.800, -8.959, 6.325], [0.379, -14.164, -0.058], [-7.710, -4.867, 3.428], [-8.589, -5.640, -7.041], [1.713, -4.301, 5.063], [-4.014, -13.499, -9.826], [-5.691, -11.273, 0.303], [-4.523, -5.166, 2.469], [3.044, -5.206, -7.079], [-7.303, -12.493, -1.552], [1.946, -3.436, -7.050], [-3.507, -6.224, -7.412], [3.127, -6.159, -6.556], [-2.384, -14.032, -6.333], [-4.807, -12.981, -6.390], [-7.514, -7.119, -0.807], [-6.978, -5.060, -2.535], [-1.207, -9.755, -6.825], [0.067, -11.409, -3.073], [-3.122, -3.477, -1.660], [-5.262, -12.405, -2.962], [-1.713, -5.913, 6.433], [-8.326, -5.737, 2.637], [6.249, -9.445, -0.766], [-5.137, -5.548, -8.754], [5.690, -7.754, 1.760], [-2.809, -8.590, -1.753], [-12.309, -3.496, -1.861], [-0.579, -7.539, 5.448], [-3.695, -6.066, 0.582], [-6.135, -7.198, 3.166], [2.362, -7.675, 3.818], [6.281, -3.183, -6.393], [2.501, -4.815, -3.912], [-3.337, -7.632, -3.926], [1.520, -5.274, -3.785], [-2.001, -9.140, 4.724], [-8.865, -5.947, -2.037], [-3.341, -12.525, 0.036], [-0.454, -11.638, -8.079], [4.151, -5.858, 1.336], [-7.086, -7.344, -11.040], [1.230, -11.615, 0.084], [2.335, -5.939, 6.796], [-3.993, -13.729, -8.895], [-6.305, -2.725, 4.695], [4.775, -5.475, -7.862], [-5.335, -10.201, -8.799], [3.343, -9.650, -1.791], [-3.798, -11.286, -0.635], [-4.559, -3.894, 4.570], [-5.793, -12.556, -1.528], [-6.217, -5.094, 3.624], [-9.643, -7.298, -3.519], [2.721, -3.672, -5.033], [-4.797, -6.543, 4.282], [2.677, -14.069, -3.608], [4.167, -3.370, -5.036], [-11.506, -3.729, -0.290], [8.101, -7.936, 0.916], [-8.955, -4.880, -7.732], [3.020, -5.758, -4.083], [1.475, -12.726, -2.299], [-5.544, -11.396, -3.266], [-12.318, -7.233, -0.981], [-2.262, -12.559, 0.187], [4.822, -2.977, -3.826], [5.589, -5.013, 1.361], [-3.557, -14.589, -2.567], [-1.312, -14.988, -8.735], [-10.563, -5.386, -3.989], [-6.080, -5.243, -10.755], [-2.596, -7.310, -2.612], [-6.253, -5.432, -7.725], [3.231, -7.439, 6.145], [-8.456, -3.693, 3.782], [-3.682, -14.992, 0.583], [-2.698, -9.968, -8.745], [2.910, -11.344, -3.586], [-1.177, -11.902, -7.307], [-9.111, -3.312, 1.665], [-6.630, -7.267, -10.053], [-5.715, -11.482, -6.683], [5.590, -7.852, 0.679], [2.035, -1.689, -5.224], [-10.242, -6.276, 0.621], [-0.798, -8.711, 3.573], [6.635, -5.219, -1.771], [8.595, -8.402, -2.540], [-3.836, -8.570, -1.387], [2.185, -4.270, -6.390], [-2.001, -13.260, -7.621], [1.645, -9.758, -1.969], [-3.805, -13.878, -0.539], [1.370, -14.958, -2.730], [1.296, -4.795, -6.040], [-2.052, -10.725, -5.737], [-4.506, -4.196, -8.961], [-2.716, -9.494, -2.355], [-8.417, -5.146, -6.085], [-2.125, -3.160, -0.283], [1.770, -2.561, -4.626], [3.466, -7.290, -0.933], [-10.156, -4.577, 5.014], [-4.832, -5.386, -2.672], [7.050, -4.412, -1.457], [-8.528, -2.818, 2.443], [-0.049, -10.666, 0.105], [0.060, -14.037, -7.846], [-7.676, -6.948, -9.008], [-7.511, -2.682, 2.075], [-5.300, -13.814, -0.893], [-3.159, -12.784, -8.433], [6.794, -8.236, -2.548], [4.404, -6.845, -1.264], [-11.417, -3.878, -1.366], [-0.734, -13.401, -9.277], [-3.211, -14.650, -6.683], [4.492, -4.648, 0.023], [-6.107, -4.909, 1.511], [-4.871, -11.113, -9.176], [2.516, -10.354, -1.696], [-3.651, -9.665, -7.330], [4.890, -5.449, 0.647], [9.422, -5.747, -1.847], [-6.026, -3.920, -6.748], [0.885, -6.384, -2.146], [-12.464, -6.144, 0.291], [5.821, -2.247, -6.712], [3.991, -5.944, -1.717], [-6.292, -8.279, -9.827], [-1.914, -6.808, 5.844], [3.423, -7.831, 4.010], [3.620, -12.133, -2.303], [1.951, -8.661, 4.035], [2.180, -5.060, 4.436], [-0.128, -4.968, -0.525], [-7.307, -6.401, -7.648], [-0.955, -8.842, 4.643], [-3.223, -11.178, -1.554], [-6.899, -7.679, -6.733], [-6.269, -15.210, -0.775], [-9.662, -5.647, 0.186], [-5.798, -4.818, -6.497], [-0.924, -11.156, 0.531], [2.712, -14.426, -1.868], [-5.534, -4.696, 5.607], [-11.390, -5.351, -1.561], [-6.247, -6.769, 4.946], [-3.711, -3.945, -8.258], [4.579, -8.258, 0.629], [-0.669, -8.298, -2.984], [-3.281, -8.601, -4.421], [-0.504, -12.160, -6.490], [-8.348, -3.891, -2.344], [-7.794, -12.827, -0.638], [-4.018, -6.523, -8.327], [1.980, -11.519, 2.165], [0.798, -12.472, -4.328], [9.070, -5.466, -0.229], [2.312, -6.855, 6.206], [1.902, -2.353, -3.564], [-2.895, -3.837, -0.656], [4.407, -4.608, -7.313], [-7.527, -4.613, -0.987], [-0.304, -8.536, 7.462], [-12.409, -4.934, -3.519], [-4.536, -5.926, -1.936], [-8.281, -7.855, -8.995], [6.828, -3.608, -7.234], [-8.595, -8.166, -1.698], [-0.563, -5.162, 3.814], [-4.786, -6.314, -10.750], [-5.247, -3.676, 2.219], [-5.840, -6.520, 3.967], [-5.514, -4.717, 2.405], [-2.405, -13.449, -2.226], [-10.329, -2.923, 4.605], [-10.580, -4.095, 3.340], [-1.515, -14.644, -6.088], [-6.095, -2.309, 3.710], [-0.315, -9.692, 4.882], [-1.037, -7.276, -2.894], [-2.658, -15.058, 0.948], [-7.893, -4.817, -1.994], [-7.772, -8.318, -6.601], [-8.503, -6.054, -4.115], [-3.127, -6.036, -1.994], [6.547, -8.941, 0.154], [-5.360, -3.529, -8.850], [-9.372, -6.243, -3.486], [6.584, -9.809, 0.812], [-3.968, -15.941, 0.129], [-1.825, -10.653, -6.800], [-10.888, -5.627, -5.001], [-2.033, -8.750, -1.004], [-2.667, -6.447, 5.144], [0.070, -6.785, 7.312], [0.269, -6.579, 4.654], [2.139, -7.466, 2.772], [-5.616, -4.145, 4.670], [-10.015, -5.854, -1.220], [0.060, -9.620, 0.392], [-0.868, -5.159, -1.302], [8.708, -9.015, -0.422], [-8.208, -5.389, 1.751], [1.561, -8.006, 6.797], [-6.153, -8.304, -7.224], [-4.152, -14.898, 1.562], [-5.896, -1.851, 5.202], [-8.241, -1.778, 4.779], [-9.085, -1.901, 2.633], [0.696, -2.579, -4.815], [-4.426, -7.527, -8.211], [-4.198, -12.202, -3.079], [-3.641, -12.445, 1.081], [-2.972, -14.231, -1.721], [1.535, -12.183, 1.424], [-13.479, -5.903, -1.056], [-7.804, -2.777, 4.794], [-12.453, -6.166, -0.799], [7.939, -8.316, -0.093], [-2.880, -13.409, -5.589]]
}